(1)
The following is a quantum chemistry calculation of the ion C7H14NOS with charge +1, from the Open Molecules 2025 dataset.

The geometry in ORCA input format:
```
! wB97M-V def2-TZVPD RIJCOSX def2/J DEFGRID3
* xyz 1 1
C -1.507 0.786 1.382
C -1.727 0.699 2.671
C -2.059 0.845 0.019
C 0.390 1.435 0.037
C 1.680 -1.315 -1.803
C 1.586 0.471 0.031
C 1.184 -0.886 -0.385
N -0.745 1.083 -0.935
O 0.415 2.813 0.088
S -3.184 -0.512 -0.569
H -0.988 0.771 3.441
H -2.673 0.259 3.132
H -2.800 1.677 -0.197
H 2.667 -0.964 -1.905
H 0.994 -0.892 -2.511
H 1.559 -2.344 -1.855
H 2.251 0.970 -0.612
H 1.928 0.533 1.003
H 1.600 -1.686 0.259
H 0.083 -0.975 -0.130
H -0.636 0.361 -1.576
H -0.715 1.927 -1.489
H 1.163 3.163 0.593
H -2.073 -1.389 -0.485
*
```

The value obtained for the relative energy (zero: lowest compared OMol25 entry of this formula, charge and spin) is 104.4 kcal/mol. As for the HOMO energy (alpha / beta): -12.2141 / -12.2237 eV. The calculation puts the LUMO energy (alpha / beta) at -3.9 / -4.1 eV.

(2)
The following is a quantum chemistry calculation of a cluster of 5 separate species, C15H32Br2N4O3 in total, from the Open Molecules 2025 dataset.

The geometry in ORCA input format:
```
! wB97M-V def2-TZVPD RIJCOSX def2/J DEFGRID3
* xyz 1 2
C 3.164 2.780 3.253
O 2.808 2.166 2.203
N 2.427 3.736 3.894
C 1.099 4.174 3.407
C 2.905 4.339 5.183
H 3.987 2.430 3.895
H 1.253 5.235 3.210
H 0.341 3.993 4.169
H 0.693 3.907 2.432
H 3.235 5.333 4.880
H 2.082 4.432 5.891
H 3.668 3.655 5.553
C 2.007 -1.147 1.713
O 1.085 -1.831 2.089
N 2.435 -1.151 0.513
C 3.451 -0.218 0.104
C 2.041 -2.078 -0.543
H 2.446 -0.376 2.366
H 3.222 0.229 -0.863
H 4.417 -0.718 0.034
H 3.549 0.616 0.798
H 1.699 -1.392 -1.317
H 2.968 -2.504 -0.927
H 1.248 -2.792 -0.320
C -3.304 -1.227 -4.550
O -4.434 -1.363 -4.224
N -2.890 -0.228 -5.364
C -1.429 0.150 -5.278
C -3.860 0.608 -6.164
H -2.517 -1.828 -4.068
H -1.028 0.390 -6.263
H -0.843 -0.530 -4.659
H -1.333 1.163 -4.888
H -3.443 0.794 -7.154
H -4.844 0.203 -6.403
H -4.059 1.581 -5.715
C -0.760 1.487 1.540
C -1.710 0.269 1.400
C -2.257 -0.212 0.064
C -1.282 -0.364 -1.092
N -0.623 -0.436 -2.009
H -0.601 1.685 2.600
H -1.321 2.351 1.185
H 0.084 1.417 0.854
H -2.580 0.294 2.057
H -1.134 -0.545 1.840
H -2.986 0.526 -0.272
H -2.870 -1.112 0.013
Br 1.041 -5.601 -0.659
C -0.705 -4.868 -0.091
C -0.833 -4.573 1.450
Br -2.417 -3.499 1.689
H -1.392 -5.663 -0.382
H -1.147 -4.090 -0.713
H 0.031 -4.008 1.801
H -0.787 -5.590 1.838
*
```

As for the HOMO energy (alpha / beta): -10.6915 / -10.6915 eV. Its expectation value of S² is 0.776. The calculation puts the LUMO energy (alpha / beta) at -2.8 / -8.1 eV.